Record 1
22
Properties=species:S:1:pos:R:3:forces:R:3 method="wB97M-V/def2-TZVPD" s_squared=2.025 e_above_lowest_kj_mol=99.17 spin_multiplicity=3 homo_ev="-7.02 / -8.81" lumo_ev="0.570 / -1.949" homo_lumo_gap_ev="7.59 / 6.86" e_tot_ev=-25682.98555
C 2.3024 -1.3831 -0.7174 0.1 0.4 -1.6
C 2.1855 -0.0028 -1.2874 1.1 -2.0 -0.9
C 1.7744 -1.5853 0.4816 0.5 -4.2 0.2
C 1.3148 0.8846 -0.8214 1.6 -1.6 0.2
C -1.3117 -1.0118 0.0049 0.9 1.3 -0.1
C 1.2478 -0.4951 1.2322 0.9 1.2 1.0
C 0.5460 0.5587 0.3870 -0.3 -0.9 1.3
N -2.7157 -1.0961 -0.0495 1.0 -0.8 0.6
N -3.2769 0.0040 0.0858 -2.9 3.2 -1.7
N -0.7813 0.1711 0.0575 -1.0 -2.7 -0.4
N -2.6972 1.1320 0.2484 1.2 -0.6 1.2
N -2.9863 2.3835 -0.1939 0.5 0.2 2.8
S -0.7401 -2.6939 -0.0203 0.4 0.8 0.0
H 2.7536 -2.2048 -1.3168 -0.3 0.9 0.5
H 2.8311 0.1423 -2.1788 -0.7 0.4 0.6
H 1.8498 -2.6140 0.9909 0.0 1.7 -0.9
H 1.2821 1.7722 -1.3345 -0.7 2.2 -0.8
H 0.6646 -0.8802 2.0540 -0.4 0.4 0.3
H 2.1951 -0.0580 1.6146 -0.6 0.4 0.4
H 0.4462 1.3764 1.0792 -0.1 0.9 -0.1
H -3.2555 3.0312 0.5631 0.7 -0.8 0.0
H -3.6288 2.5688 -0.8794 -2.0 -0.6 -2.7


Record 2
18
Properties=species:S:1:pos:R:3:forces:R:3 method="wB97M-V/def2-TZVPD" e_above_lowest_kj_mol=754.43 homo_ev="-6.64 / -8.52" lumo_ev="-0.624 / 0.066" homo_lumo_gap_ev="6.02 / 8.58" e_tot_ev=-10934.99534
C 1.5358 -1.2445 0.4625 0.2 -0.4 1.2
C 1.3833 0.2306 0.5164 0.6 0.4 -4.0
C 0.5411 0.6339 -1.1166 -1.7 -1.0 4.1
C 1.2028 1.0365 -2.0594 0.7 0.6 -1.5
O 1.9369 1.1131 1.0440 0.4 0.1 1.3
H 1.7378 -1.6095 1.4709 0.1 -0.3 0.0
H 2.3883 -1.4607 -0.1891 -0.1 0.2 0.1
H 0.6562 -1.7263 0.0482 0.0 0.0 0.0
H 1.8046 1.4218 -2.8474 0.0 -0.1 0.0
C -0.9384 0.3314 1.0999 -1.8 1.1 -0.5
C -0.9675 0.4864 -0.4693 1.6 1.3 0.6
C -1.8033 -0.5459 -0.9802 -1.0 -0.9 -0.8
N -1.2024 1.3648 1.8124 0.0 -1.1 -0.9
H -1.4964 1.1186 2.7559 0.4 -0.1 0.2
H -1.0593 -0.7076 1.4347 0.3 0.1 0.3
H -1.3825 1.4809 -0.6339 -0.1 -0.1 0.0
H -1.5720 -1.6003 -0.9323 0.2 0.0 0.2
H -2.7650 -0.3234 -1.4167 0.0 0.1 -0.2


Record 3
18
Properties=species:S:1:pos:R:3:forces:R:3 method="wB97M-V/def2-TZVPD" smiles="C=C1[C@@H]2C=C[C@@H](O2)[C@@H]1N" e_above_lowest_kj_mol=533.17 homo_ev=-8.47 lumo_ev=0.704 homo_lumo_gap_ev=9.17 e_tot_ev=-10937.28855
C 0.5491 -0.6590 -0.6845 2.0 -5.2 -1.6
C -1.0641 -0.9524 -0.7636 0.0 0.9 0.4
C -0.9204 1.1957 -0.2049 0.6 -3.4 -0.9
C -1.5717 0.4597 0.9806 -1.2 -2.1 1.4
C -1.6961 -0.8742 0.6411 0.6 0.7 0.8
C 0.5676 0.6173 -0.1951 -0.2 9.0 0.1
C 1.5541 1.5791 0.0318 -2.7 -2.0 0.8
H 1.4892 -1.4497 1.1886 0.0 0.5 -1.7
H 2.6890 -1.1671 -0.0923 -3.6 -0.4 0.5
H 0.9049 -0.8881 -1.8014 -0.7 1.2 2.3
H -1.3399 -1.8167 -1.3789 0.0 0.6 -0.1
H -0.9499 2.2335 -0.4371 -0.5 0.8 0.4
H -1.8969 0.7319 2.0418 0.8 0.4 -1.8
H -2.0373 -1.7816 1.3526 0.9 2.4 -2.0
H 1.0900 2.6495 0.0691 1.8 -1.9 0.5
H 2.4847 1.1148 0.4568 -0.3 1.5 -1.0
N 1.6245 -1.4146 0.1456 1.2 -0.9 -0.1
O -1.4766 0.4219 -1.3502 1.4 -2.1 1.9


Record 4
19
Properties=species:S:1:pos:R:3:forces:R:3 method="wB97M-V/def2-TZVPD" smiles="N[C@H]1C=CC=C(C(=O)O)C1" e_above_lowest_kj_mol=528.94 homo_ev=-9.01 lumo_ev=0.107 homo_lumo_gap_ev=9.12 e_tot_ev=-12985.01307
C -1.3178 -0.3801 -0.4865 0.4 0.2 12.8
C 0.0352 -0.8759 0.0542 0.1 -1.3 1.9
C 1.0957 0.2610 -0.0018 -0.4 -0.3 0.5
C 0.8035 1.5686 0.1523 -5.7 -3.6 -0.9
C -0.6760 1.9894 0.1214 1.2 2.0 1.3
C -1.5926 1.0202 -0.0790 -3.3 4.1 0.1
C 2.5413 -0.0512 -0.0570 0.8 -0.3 -1.3
H -2.5239 -2.1540 -0.2851 0.6 -4.4 -1.4
H -2.3934 -1.1603 1.0788 -0.8 -0.7 -4.1
H -1.3996 -0.5351 -1.3480 0.0 -1.1 -13.7
H 0.1841 -1.9145 -0.5509 0.5 2.6 1.7
H -0.0502 -1.1332 1.3271 0.0 0.4 -3.7
H 1.5468 2.1789 -0.0286 3.6 3.5 -0.2
H -0.9342 3.2430 0.3857 0.6 -4.3 -0.9
H -2.7502 1.5166 -0.0313 3.1 -2.2 -0.3
H 3.7099 -1.6547 0.0577 -2.6 1.4 0.5
N -2.4524 -1.2427 -0.1028 -0.2 5.8 7.3
O 2.7365 -1.3365 0.2495 2.5 -1.9 -0.1
O 3.4374 0.6605 -0.4556 -0.5 0.1 0.5


Record 5
19
Properties=species:S:1:pos:R:3:forces:R:3 method="wB97M-V/def2-TZVPD" e_above_lowest_kj_mol=602.70 homo_ev=-8.98 lumo_ev=-0.624 homo_lumo_gap_ev=8.35 e_tot_ev=-12984.24859
C -0.2689 -1.6016 0.3681 0.3 1.8 -0.6
C 0.9319 -0.9875 0.4761 -2.2 -3.6 -0.1
C -1.5110 -0.9199 0.1486 -0.5 -0.4 1.2
C 1.1542 0.3568 0.4872 -0.3 3.0 1.3
C -1.6236 0.2401 -0.4532 -1.3 2.2 -2.1
C 2.2849 0.9861 0.1591 -0.6 1.5 0.8
C -3.0002 0.8633 -0.4434 0.8 -1.7 0.3
N 3.4158 0.2450 -0.1731 1.1 -3.7 -2.1
O 4.5028 0.7022 -0.0634 2.2 3.0 1.1
O 3.3634 -0.9154 -0.6164 -1.7 0.2 0.1
H -0.2486 -2.6285 0.2367 -0.1 -2.0 0.4
H 1.6789 -1.7061 0.5360 1.8 -0.6 0.0
H -2.4831 -1.2514 0.6119 1.3 -0.2 -0.3
H 0.3267 0.8901 1.0011 0.6 0.3 -0.9
H -0.9868 0.7927 -1.1948 0.3 -1.1 1.2
H 2.5360 2.0494 0.2880 -0.4 -0.7 0.0
H -3.4149 0.7588 0.5271 -0.5 0.3 1.0
H -3.6251 0.3018 -1.0874 -0.8 -0.7 -0.8
H -3.0324 1.8241 -0.8081 0.0 2.4 -0.5


Record 6
21
Properties=species:S:1:pos:R:3:forces:R:3 method="wB97M-V/def2-TZVPD" smiles="[H]/N=C(/[SiH3])S(=O)(=O)c1ccccc1" e_above_lowest_kj_mol=61.32 homo_ev=-9.31 lumo_ev=0.012 homo_lumo_gap_ev=9.32 e_tot_ev=-31699.71179
C 2.9228 0.2515 -0.2612 1.3 -0.3 0.0
C 2.3554 0.2160 -1.5432 -2.2 0.9 3.0
C 2.1800 0.4372 0.9046 0.8 0.3 1.5
C 0.9855 0.5109 -1.6063 0.3 -0.5 0.4
C 0.7908 0.6419 0.8707 2.5 -0.1 -0.4
C 0.2856 0.6560 -0.4178 -1.5 0.8 0.8
C -2.1867 -0.3143 0.5983 1.9 0.4 -0.3
N -2.8077 0.0575 1.5956 -2.4 1.9 2.1
O -1.8889 0.6769 -1.8372 0.0 0.0 0.2
O -1.8004 2.2720 0.0771 0.3 -0.3 0.2
Si -1.7018 -2.1704 0.3203 -0.8 1.3 0.3
S -1.4714 0.9822 -0.4813 -0.4 0.0 -1.4
H 4.0385 0.1575 -0.1513 -1.3 -0.1 -0.2
H 2.9108 -0.0519 -2.3567 1.4 -0.3 -2.1
H 2.7532 0.4715 1.8982 -1.0 -0.1 -1.6
H 0.3785 0.6307 -2.4923 0.3 -0.3 -0.3
H 0.2965 0.8936 1.8027 -0.5 -0.2 -0.4
H -3.0856 1.1125 1.7673 1.3 -2.3 -1.0
H -1.2785 -2.8352 1.5381 0.6 0.1 0.4
H -3.1726 -2.5931 0.4075 0.9 -0.4 -1.3
H -0.5040 -2.0029 -0.6330 -1.3 -0.8 0.1


Record 7
20
Properties=species:S:1:pos:R:3:forces:R:3 method="wB97M-V/def2-TZVPD" smiles="CC(N)=C=C(O)OC(C)=C=O" e_above_lowest_kj_mol=409.45 homo_ev=-8.20 lumo_ev=0.683 homo_lumo_gap_ev=8.88 e_tot_ev=-15032.90758
C -0.7413 -0.6876 0.1221 1.5 0.5 -0.5
C 1.2082 1.4519 -0.2064 -2.3 2.2 -0.4
C 1.9995 0.5292 0.1767 2.5 -3.4 -0.4
C 0.3668 -1.3143 0.2141 1.6 0.2 0.5
C -1.8994 -0.1644 0.1263 -4.0 0.8 -0.1
C 3.5080 0.7011 -0.0400 0.3 1.3 0.6
C -2.7071 0.4636 -1.0240 2.5 -4.9 -1.5
N -2.8012 -0.2198 1.1942 0.5 -0.3 1.2
O 1.6408 -0.8080 0.4501 -0.1 0.8 0.0
O 0.5872 2.4117 -0.4402 0.1 0.0 -0.2
O 0.5110 -2.6426 0.1858 1.9 -1.1 0.6
H 4.0029 0.5933 -1.0368 -1.2 -0.2 0.4
H 3.6862 1.7853 0.2442 0.4 -1.4 0.0
H 4.0354 -0.0169 0.6178 -0.3 0.7 0.0
H -2.0083 0.8243 -1.7505 0.4 -0.6 -1.1
H -3.1076 1.3301 -0.7694 -2.6 3.5 1.8
H -3.4394 -0.3533 -1.3977 1.1 1.7 0.3
H -3.7162 -0.3028 0.7717 -0.2 -0.2 1.0
H -2.5724 -0.8288 2.0104 -0.5 0.7 -1.3
H 1.4470 -2.7521 0.5515 -1.7 -0.3 -0.9


Record 8
21
Properties=species:S:1:pos:R:3:forces:R:3 method="wB97M-V/def2-TZVPD" e_above_lowest_kj_mol=388.90 homo_ev=-8.76 lumo_ev=0.332 homo_lumo_gap_ev=9.09 e_tot_ev=-25868.44898
C -0.6146 0.2514 -1.4897 -0.6 -1.2 -0.8
C 0.6799 0.0087 -1.5073 0.2 1.9 3.2
C -2.1779 -0.7469 -0.0106 -1.4 1.6 -0.4
C 0.8920 -1.9978 0.6574 0.3 1.1 -1.3
C -1.4201 2.3811 1.0472 0.2 0.8 1.1
C -1.6449 0.6134 -0.4550 1.7 0.1 -0.5
C 1.6293 -0.9716 0.9560 0.6 0.8 -0.1
N -1.0777 1.2152 0.6936 0.0 1.3 1.3
O -1.4866 -1.2354 1.0009 -2.6 -2.4 -0.5
O -3.1590 -1.1726 -0.5412 0.0 -1.2 0.1
O 3.0555 0.6998 -0.4518 0.4 0.1 -0.3
S 1.6558 0.5438 -0.0039 0.1 -0.2 -0.3
H -1.2109 -0.0759 -2.3135 0.1 0.1 -1.2
H 1.3285 -0.0200 -2.3288 0.6 -0.8 -1.3
H 0.2654 -2.0234 -0.1807 -0.5 -0.1 -1.1
H 0.8869 -2.8113 1.2483 0.0 -2.8 2.0
H -1.0335 2.8383 2.0772 -0.8 -1.0 -2.5
H -2.1080 2.9834 0.3884 0.6 -0.3 0.8
H -2.3194 1.2195 -1.0640 -0.7 -0.1 0.7
H 2.2904 -1.0164 1.8165 0.0 0.5 -0.1
H -0.8820 -0.5628 1.2148 1.8 1.7 1.1